A molecular structure, C26H30HfN6O4PSbSe4, computed with wB97M-V/def2-TZVPD.

Calculated values
total charge: 0
energy above the lowest of the compared OMol25 structures with the same formula, charge and spin: 87.3 kJ/mol
strongest force on any atom: 0.0824 Eh/bohr
gap between HOMO and LUMO: 2.88 eV
molar mass: 1137.63 g/mol
total energy: -11873.800225 Eh
HOMO level: -5.963 eV

Last column: Mulliken charge in e.
Element x y z (Å)
Hf  11.600  12.104  8.942  -1.149
C  10.241  8.954  5.925  -0.418
C  10.597  10.204  6.387  -0.202
N  11.288  10.356  7.600  0.377
C  11.730  9.208  8.183  0.284
C  11.383  7.974  7.609  -0.660
N  10.524  7.844  6.601  -0.529
C  12.528  9.221  9.424  0.730
C  13.537  8.320  9.714  -0.470
C  14.590  8.635  10.612  1.286
C  14.392  9.805  11.371  -0.931
C  13.224  10.587  11.162  0.401
N  12.358  10.358  10.150  -0.102
C  13.038  11.878  11.706  0.392
C  13.408  12.359  12.975  -0.557
N  13.218  13.612  13.272  -0.556
C  12.541  14.411  12.432  -0.706
C  12.095  13.995  11.257  -0.100
N  12.303  12.690  10.907  0.862
C  15.905  7.951  10.420  0.485
C  16.011  6.692  9.808  -0.389
C  17.278  6.121  9.741  -0.452
N  18.395  6.729  10.179  -0.563
C  18.303  7.956  10.686  -0.458
C  17.053  8.522  10.991  -0.424
H  9.684  8.912  4.986  0.386
H  10.343  11.136  5.850  0.466
H  11.675  7.056  8.059  0.482
H  13.503  7.308  9.305  0.126
H  15.027  10.025  12.226  0.433
H  13.811  11.725  13.777  0.421
H  12.346  15.388  12.810  0.483
H  11.635  14.675  10.513  0.588
H  15.087  6.157  9.529  0.359
H  17.409  5.049  9.506  0.346
H  19.222  8.415  10.936  0.449
H  16.960  9.374  11.636  0.295
Se  8.834  15.556  11.200  -0.562
Sb  8.700  13.653  9.609  0.794
Se  8.892  11.433  10.508  -0.348
Se  10.543  14.039  7.596  -0.366
Se  6.361  13.841  8.862  -0.601
C  14.754  17.385  7.959  -1.633
C  15.465  16.139  7.373  1.550
C  15.501  16.409  5.859  -1.570
C  16.827  15.877  8.046  -1.337
O  14.522  15.029  7.694  -0.190
P  14.163  13.584  7.069  0.149
O  13.278  13.640  5.791  -0.758
O  13.389  12.854  8.241  0.481
O  15.568  12.831  6.965  -0.027
C  15.944  11.633  6.234  2.029
C  16.643  10.688  7.195  -1.618
C  14.681  11.007  5.645  -1.654
C  16.906  12.101  5.094  -1.805
H  15.183  18.242  7.528  0.497
H  14.729  17.364  9.062  0.308
H  13.702  17.316  7.600  0.404
H  16.213  17.221  5.668  0.533
H  14.527  16.676  5.489  0.385
H  15.969  15.601  5.289  0.273
H  17.610  16.668  7.852  0.373
H  17.264  14.936  7.705  0.195
H  16.727  15.810  9.140  0.303
H  15.904  10.147  7.839  0.085
H  17.258  11.288  7.855  0.399
H  17.291  9.963  6.739  0.483
H  13.937  10.713  6.394  0.059
H  14.863  10.124  5.060  0.522
H  14.205  11.814  5.078  0.473
H  17.470  12.860  5.560  0.388
H  16.300  12.481  4.227  0.348
H  17.586  11.321  4.807  0.453